71
Properties=species:S:1:pos:R:3:forces:R:3:lowdin_charge:R:1 method="wB97M-V/def2-TZVPD" orbital_gap_ev=6.99 charge=-1 lumo_ev=2.273
K -0.26516 -0.92668 0.27792 0.02 0.05 -0.20 0.3700
C 2.68979 -2.82456 3.40989 0.01 0.00 0.03 -0.0358
C 2.09658 -1.69302 2.61835 0.07 0.05 0.08 -0.3019
N 2.29640 -1.52208 1.36964 -0.19 -0.05 -0.04 -0.0130
N 3.20370 -2.35163 0.76408 0.18 -0.03 -0.02 -0.0485
C 2.74574 -3.19873 -0.09864 -0.08 0.10 -0.01 -0.9398
N 3.72807 -3.87732 -0.83858 0.00 -0.07 0.00 0.0140
S 1.10191 -3.61364 -0.42057 0.03 -0.10 -0.02 0.4986
C 1.22473 -0.70184 3.31728 0.04 -0.03 0.02 -0.2256
C 0.99860 -0.80190 4.68965 0.02 0.05 0.03 -0.0210
C 0.18322 0.12588 5.31656 0.01 -0.03 0.01 -0.0681
C -0.39487 1.13005 4.56350 0.01 0.01 -0.03 -0.0626
C -0.11880 1.15454 3.20353 -0.03 0.05 -0.01 -0.1314
N 0.66739 0.27802 2.59221 -0.06 -0.04 0.08 0.0511
H 3.04056 -3.59224 2.72720 0.01 0.01 0.00 0.0647
H 1.95029 -3.26228 4.08063 0.01 -0.02 -0.02 0.0729
H 3.53750 -2.48427 4.01242 -0.02 0.01 0.01 0.0871
H 4.63411 -3.84152 -0.39086 0.00 0.00 -0.01 0.0684
H 3.43394 -4.81277 -1.07665 0.00 0.02 0.01 0.0496
H 1.45588 -1.59506 5.26172 0.00 0.01 0.00 0.0969
H -0.00299 0.05442 6.38094 0.00 0.00 0.00 0.1038
H -1.05194 1.86793 5.00213 0.00 0.00 0.00 0.1007
H -0.56241 1.91756 2.57098 -0.01 -0.01 0.00 0.0990
Br -3.17429 3.73659 1.04414 0.01 0.01 0.01 0.5324
C -3.75711 2.71192 -0.48870 -0.06 -0.03 -0.01 -1.0868
Br -2.30580 2.10974 -1.58812 0.06 0.00 -0.03 0.5623
H -4.39914 3.35042 -1.08036 0.00 0.02 0.02 -0.0090
H -4.27236 1.83144 -0.11916 0.00 0.01 0.00 -0.0911
C -1.87057 -1.90313 -6.23074 -0.02 0.00 0.00 -0.0981
C -3.10851 -1.87139 -5.33311 0.02 0.00 0.00 -0.2416
C -2.95059 -1.02516 -4.06577 0.03 -0.02 -0.01 -0.1879
C -2.27738 -1.71458 -2.88661 0.00 -0.08 0.04 -0.1592
N -0.96605 -2.27997 -3.19319 -0.08 0.07 0.03 -0.0111
C 0.18403 -1.57468 -3.30374 0.03 0.02 -0.02 -0.7037
Se 0.39426 0.22412 -2.96138 0.00 0.01 -0.03 0.6245
N 1.15594 -2.43367 -3.69636 0.00 -0.04 0.05 -0.0167
C 2.57708 -2.13480 -3.79278 0.00 0.01 0.00 -0.1524
C 3.06167 -2.14210 -5.24006 -0.02 0.00 0.02 -0.1832
C 2.50321 -0.99861 -6.08538 0.00 0.02 0.02 -0.2616
C 3.12633 0.35185 -5.75032 0.01 -0.01 0.01 -0.1206
C 0.63099 -3.71243 -3.78564 0.00 -0.03 -0.03 -0.2010
C 1.22272 -4.93079 -4.07941 -0.03 0.03 0.00 -0.0157
C 0.40548 -6.04911 -4.05279 0.00 0.00 0.00 -0.0906
C -0.95210 -5.95200 -3.73686 0.01 0.00 0.00 -0.0851
C -1.53947 -4.73368 -3.43518 -0.01 0.00 -0.01 0.0030
C -0.72008 -3.61682 -3.46734 0.02 -0.01 -0.05 -0.1899
H -2.09914 -2.36733 -7.19255 0.00 0.00 0.01 0.0680
H -1.04863 -2.46583 -5.78882 0.02 0.00 0.02 0.0538
H -1.51223 -0.88868 -6.42212 0.00 -0.01 0.00 0.0750
H -3.40129 -2.89268 -5.06642 -0.01 0.01 0.00 0.1011
H -3.93901 -1.46107 -5.91373 -0.01 0.00 0.00 0.0993
H -3.93334 -0.71431 -3.70290 0.00 0.01 0.01 0.1157
H -2.39948 -0.11080 -4.29996 0.01 0.01 -0.01 0.0823
H -2.89169 -2.53160 -2.50680 0.00 -0.01 -0.01 0.1231
H -2.16562 -1.00665 -2.06820 0.00 0.05 0.04 0.0307
H 3.10301 -2.87136 -3.18290 0.01 -0.01 0.01 0.1050
H 2.72226 -1.16192 -3.32566 0.01 0.00 0.00 0.0797
H 2.79647 -3.09988 -5.69585 0.00 -0.02 -0.01 0.0994
H 4.15527 -2.09254 -5.22903 0.00 0.00 0.00 0.1143
H 1.41917 -0.94308 -5.94539 0.00 -0.01 -0.01 0.0880
H 2.66903 -1.22498 -7.14238 0.00 0.00 0.00 0.1011
H 2.93418 0.62677 -4.71280 0.00 0.00 0.00 0.0320
H 2.70775 1.14240 -6.37520 0.00 0.00 0.00 0.0688
H 4.20817 0.33123 -5.90935 -0.01 0.00 0.00 0.0697
H 2.27949 -5.00793 -4.29439 0.01 0.00 0.00 0.1094
H 0.83067 -7.02112 -4.26731 0.00 0.00 0.00 0.0965
H -1.55664 -6.84904 -3.71033 0.01 0.00 0.00 0.0989
H -2.58347 -4.66775 -3.16048 0.01 0.00 0.00 0.1145
Se -3.53434 -0.65891 0.65056 -0.01 0.05 0.09 0.4010
C -4.05420 -2.40537 0.55739 -0.02 -0.12 0.01 -0.9497
N -4.38134 -3.51647 0.49799 0.01 0.06 -0.07 -0.0234

---

12
Properties=species:S:1:pos:R:3:forces:R:3:mulliken_spin:R:1 method="wB97M-V/def2-TZVPD" s_squared=0.7616 orbital_gap_ev="7.53 / 6.09" lumo_ev="-0.114 / -1.496" multiplicity=2
H 0.66988 0.97197 -1.54806 -0.66 0.58 4.62 0.0924
O -1.40880 0.83959 0.44564 0.11 0.53 0.50 0.0176
C -0.07407 0.55423 0.58967 -2.45 -1.55 -3.24 0.7144
C -2.08627 -0.20622 -0.27030 -0.22 -0.18 0.35 0.0290
O 0.68964 1.22651 -0.32038 -0.99 1.87 -3.28 -0.0179
O 0.04336 -0.83102 0.43493 0.16 0.09 0.77 0.0357
C -1.04724 -1.32823 -0.35610 -0.15 -0.01 0.10 0.0152
H -2.40531 0.15579 -1.25607 0.14 0.02 0.27 0.0046
H -2.97038 -0.48929 0.31375 0.20 0.07 -0.19 0.0013
H -0.71705 -1.51000 -1.38825 0.05 0.05 0.26 0.0105
H -1.38406 -2.27293 0.08382 0.10 0.25 -0.10 -0.0001
Hg 2.48283 -0.03056 -0.19382 3.71 -1.73 -0.07 0.0974

---

8
Properties=species:S:1:pos:R:3:forces:R:3:nbo_charge:R:1 method="wB97M-V/def2-TZVPD" orbital_gap_ev=10.25 lumo_ev=0.341
H 0.74550 -2.41747 -1.32565 -0.34 -0.07 -1.53 0.2876
N 1.07381 -2.26506 -0.39850 -0.93 1.33 2.96 -0.2779
N 0.32270 -1.44018 0.21340 1.82 -1.39 -1.78 -0.3105
H -0.35175 -1.06151 -0.46488 -0.50 0.04 0.29 0.3011
O -0.44773 1.12515 0.39762 -0.55 -1.43 -0.66 -0.4868
O -0.48991 2.49652 0.66844 0.40 1.14 0.55 -0.4494
H 0.34435 0.78789 0.83012 0.18 0.40 0.30 0.4773
H -1.19697 2.77467 0.07944 -0.08 -0.02 -0.12 0.4586

---

Number 1: largest force on an atom 0.0041 Eh/bohr. Number 2: largest force on an atom 0.0915 Eh/bohr. Number 3: largest force on an atom 0.0656 Eh/bohr.